Record 1
C21H25AuIN7O6S as an isolated structure. Source: OMol25; level of theory: wB97M-V/def2-TZVPD.

Last column: Mulliken charge in e.
Element x y z (Å)
1 Au -0.762 0.255 0.103  0.808
2 N -2.336 -5.582 -5.053  -0.502
3 C -1.710 -4.958 -4.001  1.138
4 C -2.456 -4.313 -3.009  -0.888
5 C -1.822 -3.651 -1.977  -0.223
6 C -0.437 -3.612 -1.917  -0.117
7 C 0.316 -4.267 -2.885  -0.265
8 C -0.313 -4.939 -3.912  -0.801
9 S 0.385 -2.757 -0.616  1.345
10 O 1.757 -3.176 -0.602  -0.685
11 O -0.386 -2.902 0.585  -0.708
12 N 0.362 -1.108 -0.939  -0.021
13 C 1.299 -0.681 -1.912  0.335
14 N 1.706 0.578 -1.874  -0.183
15 C 2.593 0.949 -2.792  -0.115
16 C 3.080 0.078 -3.747  -0.891
17 C 2.545 -1.199 -3.722  -0.131
18 N 1.647 -1.583 -2.831  -0.341
19 H -3.323 -5.752 -5.003  0.200
20 H -1.805 -6.203 -5.635  0.202
21 H -3.538 -4.343 -3.047  0.283
22 H -2.410 -3.182 -1.202  -0.023
23 H 1.392 -4.245 -2.817  0.506
24 H 0.277 -5.458 -4.657  0.279
25 H 2.916 1.983 -2.753  0.450
26 H 3.813 0.379 -4.480  0.388
27 H 2.835 -1.941 -4.460  0.413
28 O 1.913 3.199 1.295  -0.681
29 C 1.684 2.032 1.029  0.230
30 O 0.605 1.758 0.335  -0.760
31 C 2.662 0.969 1.463  0.483
32 C 3.919 1.428 1.857  -0.577
33 C 4.898 0.545 2.274  -0.575
34 C 4.591 -0.804 2.300  0.093
35 C 3.356 -1.297 1.929  -0.917
36 C 2.393 -0.394 1.508  0.520
37 N 5.631 -1.754 2.749  1.025
38 O 5.367 -2.937 2.709  -0.607
39 O 6.687 -1.291 3.133  -0.624
40 H 4.111 2.491 1.830  0.490
41 H 5.878 0.882 2.575  0.499
42 H 3.158 -2.358 1.959  0.518
43 H 1.438 -0.790 1.209  0.156
44 C -1.805 3.960 2.876  -1.835
45 C -2.263 4.090 1.420  1.708
46 C -3.786 4.113 1.331  -1.675
47 C -1.667 5.359 0.818  -1.738
48 N -1.749 3.003 0.555  -0.369
49 N -1.826 1.711 1.154  -0.303
50 H -2.099 4.849 3.434  0.467
51 H -0.717 3.874 2.937  0.351
52 H -2.263 3.110 3.389  0.448
53 H -4.184 4.994 1.835  0.417
54 H -4.232 3.238 1.813  0.377
55 H -4.101 4.132 0.289  0.389
56 H -2.045 6.236 1.342  0.444
57 H -1.938 5.446 -0.235  0.408
58 H -0.579 5.350 0.898  0.390
59 H -0.764 3.146 0.341  0.357
60 H -2.805 1.433 1.197  0.378
61 H -1.447 1.690 2.104  0.253
62 I -2.917 -1.120 0.551  -0.193

* Kohn-Sham gap: 6.03 eV
* multiplicity: 1
* energy above the lowest of the compared OMol25 structures with the same formula, charge and spin: 5.9 kcal per mole
* E: -67523.131 eV
* strongest force on any atom: 0.6 eV Å⁻¹

Record 2
A 3-piece molecular cluster, C19H34ClNO4S overall at a distorted geometry. Source: OMol25; level of theory: wB97M-V/def2-TZVPD.

Last column: Mulliken charge in e.
Element x y z (Å)
1 O -6.447 -5.219 3.991  -0.420
2 C -6.752 -4.829 2.913  0.514
3 Cl -7.595 -5.897 1.748  -0.157
4 C -6.399 -3.312 2.611  -0.268
5 O -6.962 -2.815 1.384  -0.338
6 S -6.073 -3.218 0.028  0.776
7 O -6.238 -2.062 -0.849  -0.508
8 O -4.434 -3.211 0.434  -0.268
9 C -3.660 -3.912 -0.478  0.341
10 C -3.930 -3.988 -1.917  0.042
11 C -3.134 -4.721 -2.879  -0.478
12 N -2.015 -5.380 -2.501  -0.583
13 C -1.721 -5.294 -1.187  -0.191
14 C -2.427 -4.644 -0.107  -0.483
15 H -5.307 -3.113 2.740  0.227
16 H -6.910 -2.744 3.438  0.327
17 H -4.822 -3.436 -2.303  0.403
18 H -3.449 -4.734 -3.950  0.327
19 H -0.774 -5.812 -0.881  0.324
20 H -2.070 -4.652 0.950  0.357
21 C -2.284 -0.478 -1.023  -0.821
22 C -0.767 -0.353 -1.108  -0.385
23 C -0.045 -1.092 0.019  -0.542
24 C -0.351 -0.577 1.428  -0.627
25 C -0.044 0.905 1.651  -0.627
26 C 1.433 1.239 1.481  -0.874
27 H -2.676 -0.043 -0.102  0.272
28 H -2.755 0.046 -1.858  0.434
29 H -2.589 -1.525 -1.067  -0.070
30 H -0.486 0.704 -1.117  0.223
31 H -0.435 -0.767 -2.065  0.384
32 H 1.033 -1.045 -0.162  0.362
33 H -0.309 -2.154 -0.025  0.232
34 H 0.222 -1.171 2.148  0.409
35 H -1.405 -0.757 1.665  0.227
36 H -0.348 1.174 2.668  0.391
37 H -0.642 1.526 0.979  0.249
38 H 2.044 0.667 2.185  0.318
39 H 1.604 2.301 1.669  0.374
40 H 1.782 1.024 0.469  0.109
41 C 3.997 2.248 -1.749  -1.263
42 C 4.438 2.661 -0.349  -0.380
43 C 3.911 4.036 0.060  -0.516
44 C 4.399 5.199 -0.808  -0.862
45 C 5.919 5.352 -0.880  -0.392
46 C 6.554 5.650 0.474  -1.179
47 H 4.371 2.934 -2.511  0.376
48 H 4.379 1.253 -1.989  0.363
49 H 2.906 2.217 -1.818  0.248
50 H 5.530 2.632 -0.285  0.395
51 H 4.070 1.919 0.366  0.269
52 H 4.179 4.220 1.105  0.342
53 H 2.815 4.020 0.031  0.337
54 H 3.966 6.128 -0.420  0.383
55 H 4.009 5.089 -1.824  0.350
56 H 6.153 6.175 -1.563  0.363
57 H 6.375 4.457 -1.312  0.237
58 H 6.150 6.573 0.897  0.293
59 H 7.634 5.770 0.367  0.373
60 H 6.382 4.841 1.187  0.280

* Kohn-Sham gap: 10.03 eV
* multiplicity: 1
* E: -53290.167 eV
* strongest force on any atom: 4.4 eV Å⁻¹

Record 3
A 6-piece molecular cluster, C28H35BrCl10F2N2O overall at a distorted geometry. Source: OMol25; level of theory: wB97M-V/def2-TZVPD.

Last column: Mulliken charge in e.
Element x y z (Å)
1 C 6.819 -1.675 -2.513  -0.804
2 C 5.242 -1.576 -2.518  -0.250
3 Br 4.679 -0.827 -4.286  -0.148
4 C 4.677 -0.708 -1.294  -0.684
5 C 3.102 -0.821 -1.397  0.581
6 N 2.462 0.179 -2.057  -0.484
7 C 1.099 -0.114 -2.087  0.318
8 C 0.209 0.863 -2.821  -0.496
9 C -1.233 0.667 -2.971  -0.520
10 C -1.892 -0.561 -2.389  0.044
11 C -3.399 -0.969 -2.487  -0.628
12 O -4.349 0.074 -2.161  -0.179
13 C -5.597 -0.633 -2.088  0.305
14 C -6.062 -1.095 -0.764  0.265
15 C -7.301 -1.868 -0.584  -0.566
16 C -8.130 -2.230 -1.763  -0.446
17 C -7.670 -1.740 -3.089  -0.484
18 C -6.420 -0.962 -3.263  -0.386
19 C -1.037 -1.507 -1.652  0.255
20 F -1.575 -2.639 -1.083  -0.345
21 C 0.444 -1.295 -1.506  0.377
22 N 1.157 -2.264 -0.801  -0.529
23 C 2.471 -2.016 -0.759  0.156
24 F 3.252 -2.937 -0.085  -0.286
25 H 7.199 -0.622 -2.700  0.107
26 H 7.119 -2.071 -1.503  0.248
27 H 7.150 -2.381 -3.328  0.340
28 H 4.762 -2.600 -2.457  0.443
29 H 5.067 -1.219 -0.371  0.291
30 H 5.024 0.355 -1.383  0.390
31 H 0.691 1.772 -3.276  0.376
32 H -1.847 1.416 -3.523  0.432
33 H -3.585 -1.249 -3.573  0.272
34 H -3.640 -1.905 -1.897  0.475
35 H -5.447 -0.869 0.147  0.041
36 H -7.643 -2.213 0.422  0.367
37 H -9.053 -2.846 -1.626  0.349
38 H -8.298 -2.006 -3.985  0.319
39 H -6.102 -0.645 -4.284  0.404
40 Cl -7.335 3.798 -3.028  -0.200
41 C -6.049 3.400 -1.860  0.111
42 C -5.008 4.481 -1.760  -0.434
43 Cl -4.038 4.590 -3.245  -0.196
44 H -5.600 2.451 -2.155  -0.181
45 H -6.534 3.261 -0.893  0.276
46 H -4.321 4.254 -0.944  0.264
47 H -5.451 5.459 -1.568  0.375
48 Cl 8.615 -0.548 0.380  -0.201
49 C 9.928 -0.382 -0.814  -0.568
50 C 10.082 1.040 -1.297  -0.232
51 Cl 8.700 1.555 -2.299  -0.194
52 H 9.722 -1.063 -1.639  0.391
53 H 10.844 -0.710 -0.322  0.390
54 H 10.974 1.126 -1.919  0.347
55 H 10.178 1.737 -0.467  0.092
56 Cl 10.511 1.827 2.147  -0.198
57 C 9.340 1.082 3.264  -0.393
58 C 9.377 1.717 4.636  -0.507
59 Cl 10.889 1.352 5.505  -0.186
60 H 9.551 0.014 3.310  0.343
61 H 8.352 1.214 2.821  0.279
62 H 8.560 1.327 5.245  0.330
63 H 9.273 2.800 4.579  0.331
64 Cl -4.783 0.380 1.670  -0.073
65 C -3.846 -0.135 3.095  -0.248
66 C -3.055 -1.396 2.828  -0.478
67 Cl -4.110 -2.819 2.632  -0.200
68 H -4.537 -0.263 3.927  0.076
69 H -3.167 0.683 3.342  0.307
70 H -2.395 -1.604 3.671  0.406
71 H -2.442 -1.303 1.931  0.214
72 Cl -6.630 1.431 4.219  -0.156
73 C -7.197 0.326 5.495  -0.561
74 C -6.659 0.703 6.857  -0.369
75 Cl -4.903 0.427 6.984  -0.179
76 H -6.909 -0.689 5.217  0.324
77 H -8.287 0.380 5.499  0.379
78 H -7.132 0.089 7.624  0.297
79 H -6.855 1.749 7.089  0.302

* structure (SMILES): C[C@H](Br)Cc1nc2ccc(COc3ccccc3)c(F)c2nc1F.ClCCCl.ClCCCl.ClCCCl.ClCCCl.ClCCCl
* Kohn-Sham gap: 8.11 eV
* multiplicity: 1
* energy above the lowest of the compared OMol25 structures with the same formula, charge and spin: 0.0 kcal per mole
* E: -235330.751 eV
* strongest force on any atom: 4.7 eV Å⁻¹

Record 4
A 3-piece molecular cluster, C5H9NO2 overall at a distorted geometry. Source: OMol25; level of theory: wB97M-V/def2-TZVPD.

Last column: Mulliken charge in e.
Element x y z (Å)
1 C 1.941 -0.249 0.844  -0.806
2 C 1.449 0.998 0.195  0.674
3 O 0.606 1.753 0.671  -0.696
4 O 1.993 1.227 -1.002  -0.430
5 H 1.103 -0.792 1.296  0.157
6 H 2.648 0.023 1.626  0.350
7 H 2.441 -0.887 0.121  0.328
8 H 1.603 2.016 -1.410  0.364
9 C -2.122 1.170 0.210  0.176
10 N -3.207 1.219 -0.144  -0.461
11 H -1.081 1.506 0.555  0.365
12 C -1.069 -0.863 -0.955  -0.728
13 C -1.379 -1.767 -0.015  -0.393
14 H -0.040 -0.625 -1.193  0.291
15 H -1.780 -0.590 -1.722  0.356
16 H -0.689 -2.093 0.744  0.186
17 H -2.414 -2.045 0.179  0.267

* structure (SMILES): CC(=O)O.C#N.C=C
* Kohn-Sham gap: 10.35 eV
* multiplicity: 1
* energy above the lowest of the compared OMol25 structures with the same formula, charge and spin: 52.3 kcal per mole
* E: -10914.307 eV
* strongest force on any atom: 2.9 eV Å⁻¹

Record 5
One molecule with the formula C4H7NO at a distorted geometry. Source: OMol25; level of theory: wB97M-V/def2-TZVPD.

Last column: Mulliken charge in e.
Element x y z (Å)
1 C -1.397 -0.936 -0.266  -0.966
2 C 0.180 -0.079 0.089  0.360
3 C -0.368 0.817 1.131  -0.196
4 O -1.565 0.780 1.304  -0.464
5 C 1.753 -0.034 -0.172  -0.289
6 N 0.783 0.268 -1.176  -0.436
7 H -2.411 -0.439 -0.289  0.270
8 H -1.134 -1.147 -1.282  0.400
9 H -1.535 -1.792 0.394  0.268
10 H 0.229 1.417 1.834  0.381
11 H 2.363 0.828 0.177  0.241
12 H 2.376 -0.919 -0.295  0.210
13 H 0.726 1.238 -1.448  0.220

* structure (SMILES): C[C@@]1(C=O)CN1
* Kohn-Sham gap: 10.30 eV
* multiplicity: 1
* energy above the lowest of the compared OMol25 structures with the same formula, charge and spin: 110.6 kcal per mole
* E: -7794.850 eV
* strongest force on any atom: 2.1 eV Å⁻¹

Record 6
A 2-piece molecular cluster, C3H10N2O2 overall at a distorted geometry. Source: OMol25; level of theory: wB97M-V/def2-TZVPD.

Last column: Mulliken charge in e.
Element x y z (Å)
1 N -0.659 0.071 -2.333  -0.398
2 C -1.094 -0.781 -1.371  -0.283
3 C -0.632 -0.781 0.041  0.232
4 N 0.637 -0.275 0.308  -0.264
5 C 0.884 1.159 -0.002  -0.886
6 O -1.617 -0.010 0.844  -0.491
7 H 0.313 -0.003 -2.612  0.310
8 H -1.277 0.329 -3.091  0.238
9 H -0.700 -1.836 0.317  0.231
10 H -1.532 -1.725 -1.721  0.386
11 H 1.183 -0.368 1.234  0.331
12 H 0.268 1.751 0.672  0.282
13 H 0.646 1.356 -1.035  0.420
14 H 1.916 1.427 0.167  0.287
15 H -2.281 0.175 0.151  0.347
16 H 2.560 0.193 3.072  0.178
17 O 2.068 0.327 2.262  -0.920

* Kohn-Sham gap: 3.92 eV
* multiplicity: 1
* energy above the lowest of the compared OMol25 structures with the same formula, charge and spin: 178.2 kcal per mole
* E: -10341.758 eV
* strongest force on any atom: 2.2 eV Å⁻¹